# C3H8N2O

A single C3H8N2O molecule in a non-equilibrium geometry (ωB97M-V/def2-TZVPD, the OMol25 dataset).

Structure (XYZ):
```
14
Properties=species:S:1:pos:R:3
C 2.161 1.233 -0.398
N 0.683 0.884 -0.620
C 0.149 -0.318 -0.255
O 0.798 -1.351 -0.185
N -1.182 -0.217 0.041
C -1.845 -1.324 0.681
H 2.178 2.147 0.246
H 1.904 0.978 -1.493
H 2.612 0.433 0.204
H 0.126 1.664 -0.926
H -1.537 0.713 0.202
H -1.577 -1.417 1.742
H -2.923 -1.184 0.589
H -1.548 -2.241 0.173
```

Summary:
E_tot   -8266.52828 eV
Orbital gap   0.351 Eh
Largest force on an atom   4.51 eV Å⁻¹
Molecular weight   88.11 g/mol
LUMO energy   0.75 eV
Spin multiplicity   1


# C4H9O

2 unconnected molecules or ions with the total composition C4H9O in a non-equilibrium geometry (ωB97M-V/def2-TZVPD, the OMol25 dataset).

Structure (XYZ):
```
14
Properties=species:S:1:pos:R:3
C 0.607 -0.620 -0.298
O 1.814 -0.328 -0.615
C -0.634 -0.958 -1.255
C -0.649 0.358 -0.506
C -1.429 0.586 0.763
H 0.379 -1.095 0.684
H 2.848 3.592 6.175
H -0.404 -0.727 -2.297
H -1.464 -1.674 -1.190
H 2.336 3.057 6.235
H -0.496 1.226 -1.142
H -2.275 1.239 0.503
H -1.753 -0.372 1.189
H -0.837 0.974 1.602
```

Summary:
Charge   -1
E_tot   -6338.88494 eV
Orbital gap   0.218 Eh
Largest force on an atom   2.65 eV Å⁻¹
Molecular weight   73.11 g/mol
LUMO energy   4.25 eV
Spin multiplicity   1


# C41H70F3N10O3PbS

A molecular structure, C41H70F3N10O3PbS in a non-equilibrium geometry (ωB97M-V/def2-TZVPD, the OMol25 dataset).

Structure (XYZ):
```
129
Properties=species:S:1:pos:R:3
Pb 6.914 -17.510 14.497
C 11.022 -17.925 13.670
F 11.882 -18.401 14.527
F 11.730 -17.454 12.673
F 10.168 -18.896 13.214
S 9.884 -16.743 14.579
O 9.108 -17.650 15.490
O 10.691 -15.775 15.201
O 8.850 -16.332 13.561
C 7.733 -22.736 17.508
C 7.631 -22.373 16.060
C 8.288 -21.014 15.727
C 7.175 -20.091 16.146
N 6.185 -19.546 16.323
H 7.180 -23.657 17.686
H 7.389 -22.030 18.278
H 8.739 -22.987 17.757
H 6.608 -22.391 15.624
H 8.229 -23.115 15.509
H 8.335 -20.802 14.620
H 9.286 -20.800 16.225
C 13.306 -14.206 14.182
C 13.880 -15.574 14.016
C 15.049 -15.752 15.028
C 14.489 -15.792 16.351
N 14.240 -15.908 17.490
H 13.140 -14.010 15.248
H 12.358 -13.967 13.663
H 14.015 -13.506 13.775
H 14.158 -15.743 13.013
H 13.112 -16.344 14.251
H 15.771 -14.923 14.929
H 15.582 -16.707 14.981
C 14.963 -21.364 15.169
C 14.330 -22.051 16.389
C 12.928 -21.611 16.748
C 11.960 -21.871 15.676
N 11.180 -21.963 14.860
H 15.242 -20.426 15.568
H 14.263 -21.301 14.364
H 15.909 -21.927 14.874
H 15.000 -22.110 17.233
H 14.198 -23.098 16.191
H 12.892 -20.548 17.106
H 12.417 -22.205 17.536
C 9.304 -11.548 12.619
C 10.257 -10.370 12.386
C 10.936 -10.469 10.996
C 11.737 -11.684 10.908
N 12.512 -12.518 10.756
H 8.644 -11.412 13.453
H 9.770 -12.546 12.794
H 8.755 -11.689 11.684
H 11.061 -10.362 13.205
H 9.852 -9.339 12.563
H 11.560 -9.627 10.734
H 10.162 -10.610 10.213
C 10.835 -20.816 7.027
C 9.848 -21.663 7.853
C 8.499 -21.845 7.213
C 7.534 -22.672 8.024
N 6.881 -23.209 8.789
H 11.792 -20.924 7.535
H 10.540 -19.805 6.959
H 10.976 -21.287 6.092
H 9.682 -21.194 8.850
H 10.308 -22.671 8.065
H 8.506 -22.289 6.186
H 8.009 -20.892 7.180
C 4.598 -21.348 11.022
C 5.239 -20.389 10.035
C 6.731 -20.117 10.228
C 6.971 -19.849 11.649
N 7.140 -19.675 12.750
H 4.646 -21.064 12.095
H 5.043 -22.353 10.887
H 3.523 -21.448 10.828
H 4.694 -19.416 10.083
H 5.150 -20.806 8.980
H 6.995 -19.202 9.636
H 7.357 -20.954 9.860
C 10.840 -12.682 20.378
C 11.981 -12.768 19.357
C 11.702 -13.708 18.169
C 10.553 -13.372 17.334
N 9.915 -13.064 16.446
H 10.395 -13.649 20.670
H 10.142 -12.000 19.930
H 11.136 -12.228 21.290
H 12.873 -13.189 19.912
H 12.243 -11.816 18.996
H 11.602 -14.757 18.513
H 12.578 -13.735 17.521
C 2.038 -13.128 10.668
C 3.089 -13.610 11.656
C 4.196 -14.367 10.927
C 5.026 -15.155 11.812
N 5.552 -15.784 12.609
H 2.441 -12.641 9.776
H 1.268 -12.510 11.133
H 1.572 -14.058 10.241
H 2.627 -14.354 12.341
H 3.524 -12.809 12.252
H 4.833 -13.705 10.336
H 3.798 -15.065 10.113
C 8.128 -14.293 10.486
C 9.408 -14.948 10.849
C 9.931 -15.903 9.749
C 8.884 -16.861 9.303
N 8.060 -17.582 8.943
H 8.348 -13.782 9.522
H 7.807 -13.568 11.231
H 7.386 -15.090 10.350
H 9.325 -15.566 11.719
H 10.156 -14.115 11.025
H 10.758 -16.507 10.155
H 10.384 -15.282 8.937
C 5.074 -12.414 17.333
C 6.508 -11.942 17.091
C 6.968 -12.472 15.800
C 6.902 -13.924 15.742
N 6.830 -15.072 15.657
H 4.514 -12.138 16.407
H 4.652 -11.662 17.999
H 4.976 -13.407 17.635
H 7.221 -12.267 17.889
H 6.498 -10.892 17.148
H 8.005 -12.294 15.489
H 6.407 -12.082 14.936
```

Summary:
Charge   +1
E_tot   -88923.46774 eV
Orbital gap   0.400 Eh
Largest force on an atom   3.95 eV Å⁻¹
Molecular weight   1047.34 g/mol
LUMO energy   -2.07 eV
Spin multiplicity   1


# C23H41N3O3Si2

A molecular structure, C23H41N3O3Si2 in a non-equilibrium geometry (ωB97M-V/def2-TZVPD, the OMol25 dataset).

Structure (XYZ):
```
72
Properties=species:S:1:pos:R:3
C -3.194 -0.719 -5.003
C -1.718 -0.278 -4.711
C -0.885 0.413 -5.705
C 0.484 0.750 -5.331
C 0.992 0.441 -3.993
C 0.167 -0.233 -2.977
C 0.703 -0.520 -1.546
Si 1.094 -2.346 -1.185
O 0.141 -2.823 0.143
Si 0.728 -2.120 1.605
O 0.974 -3.365 -2.534
C 0.805 -4.746 -2.193
C -0.516 -5.364 -2.793
C -1.089 -4.578 -4.033
O -1.553 -5.473 -1.781
C -1.198 -0.589 -3.369
H -3.841 -0.710 -4.092
H -3.622 -0.011 -5.769
H -3.165 -1.740 -5.477
H -1.316 0.660 -6.705
H 1.103 1.256 -6.113
H 2.043 0.770 -3.793
H 1.590 0.127 -1.334
H -0.105 -0.196 -0.829
H 2.508 -2.409 -0.741
H -0.407 -2.141 2.543
H 1.136 -0.741 1.413
H 1.807 -2.903 2.236
H 1.655 -5.355 -2.620
H 0.798 -4.961 -1.091
H -0.301 -6.429 -3.102
H -2.009 -3.997 -3.776
H -0.344 -3.936 -4.564
H -1.413 -5.357 -4.786
H -2.399 -5.492 -2.256
H -1.835 -1.084 -2.602
C 1.889 -3.958 6.204
C 2.863 -4.812 5.400
C 4.269 -4.210 5.334
C 4.221 -2.877 4.679
N 4.180 -1.849 4.170
H 1.747 -2.975 5.750
H 0.910 -4.439 6.249
H 2.245 -3.816 7.228
H 2.469 -4.943 4.389
H 2.923 -5.805 5.853
H 4.931 -4.862 4.761
H 4.687 -4.099 6.336
C -0.533 3.593 2.193
C -1.369 2.713 1.271
C -1.858 1.431 1.952
C -0.699 0.614 2.394
N 0.203 -0.020 2.726
H 0.380 3.086 2.515
H -0.232 4.506 1.675
H -1.100 3.878 3.084
H -0.775 2.460 0.388
H -2.233 3.284 0.923
H -2.462 0.844 1.257
H -2.477 1.670 2.820
C -0.582 8.061 2.126
C -0.304 8.462 0.681
C -1.543 8.366 -0.213
C -2.044 6.968 -0.242
N -2.429 5.886 -0.261
H -0.896 7.017 2.200
H 0.320 8.172 2.731
H -1.364 8.687 2.563
H 0.490 7.824 0.282
H 0.070 9.489 0.662
H -1.298 8.675 -1.231
H -2.335 9.020 0.157
```

Summary:
E_tot   -50883.82545 eV
Orbital gap   0.334 Eh
Largest force on an atom   3.05 eV Å⁻¹
Molecular weight   463.77 g/mol
LUMO energy   0.73 eV
Spin multiplicity   1


# C4H5NO2

A single C4H5NO2 molecule (ωB97M-V/def2-TZVPD, the OMol25 dataset).

Structure (XYZ):
```
12
Properties=species:S:1:pos:R:3
O 0.407 -2.573 0.040
C -0.654 -2.010 0.103
C -0.798 -0.544 0.519
O -1.865 -0.126 0.914
N 0.388 0.162 0.480
C 0.418 1.590 0.310
C 0.898 0.685 -0.775
H -1.620 -2.509 -0.101
H 1.149 2.097 0.934
H -0.535 2.099 0.184
H 0.254 0.589 -1.650
H 1.959 0.540 -0.957
```

Summary:
E_tot   -9812.32724 eV
Orbital gap   0.355 Eh
Largest force on an atom   0.59 eV Å⁻¹
Molecular weight   99.09 g/mol
LUMO energy   -0.24 eV
Spin multiplicity   1


# C4H6F12FeO15S4

A molecular structure, C4H6F12FeO15S4 in a non-equilibrium geometry (ωB97M-V/def2-TZVPD, the OMol25 dataset).

Structure (XYZ):
```
42
Properties=species:S:1:pos:R:3
Fe -0.258 -0.126 0.427
C -2.133 2.239 3.587
F -2.947 2.575 2.548
F -0.980 2.905 3.373
F -2.723 2.672 4.677
S -1.679 0.421 3.636
O -1.410 0.152 2.211
O -0.461 0.368 4.422
O -2.838 -0.269 4.120
C 3.498 1.965 -0.159
F 3.704 2.352 1.106
F 2.550 2.686 -0.740
F 4.605 2.181 -0.866
S 3.097 0.103 -0.211
O 3.488 -0.299 -1.541
O 3.857 -0.512 0.878
O 1.632 0.002 0.034
C 0.261 -4.404 -0.391
F 1.305 -5.145 -0.732
F -0.828 -5.149 -0.465
F 0.438 -4.008 0.898
S 0.095 -2.913 -1.502
O -1.064 -3.105 -2.355
O -0.090 -1.733 -0.627
O 1.340 -2.909 -2.197
C -1.590 1.125 -3.904
F -1.528 1.848 -5.027
F -2.459 1.823 -3.143
F -2.029 -0.113 -4.036
S 0.106 1.134 -3.095
O 0.603 2.497 -3.146
O -0.135 0.778 -1.696
O 0.891 0.161 -3.819
O 0.521 -1.460 1.888
H 1.340 -1.333 2.385
H 0.232 -2.356 2.095
O -0.223 1.892 0.811
H -1.094 2.297 0.917
H 0.402 2.627 0.809
O -2.149 -0.267 -0.227
H -2.446 -1.041 -0.730
H -2.899 0.338 -0.215
```

Summary:
Charge   -1
E_tot   -145298.76939 eV
Orbital gap (alpha / beta)   0.321 / 0.230 Eh
Largest force on an atom   3.19 eV Å⁻¹
Molecular weight   706.17 g/mol
LUMO energy (alpha / beta)   1.80 / -0.63 eV
Spin multiplicity   6


# C19H46N3O4S

3 unconnected molecules or ions with the total composition C19H46N3O4S in a non-equilibrium geometry (ωB97M-V/def2-TZVPD, the OMol25 dataset).

Structure (XYZ):
```
73
Properties=species:S:1:pos:R:3
C 5.124 -4.748 0.363
C 4.552 -5.025 -1.047
C 3.279 -5.923 -1.047
O 2.222 -5.196 -1.694
C 1.062 -5.138 -0.926
C 1.238 -4.398 0.441
N 0.665 -3.011 0.374
C 1.178 -2.443 -0.913
O 1.052 -1.068 -0.970
C 0.381 -3.184 -2.027
O 1.068 -3.019 -3.237
S -1.242 -2.301 -2.194
O 0.073 -4.510 -1.720
H 5.981 -4.064 0.282
H 4.383 -4.279 1.034
H 5.480 -5.647 0.882
H 5.305 -5.414 -1.740
H 4.250 -4.047 -1.457
H 3.018 -6.309 -0.050
H 3.472 -6.805 -1.676
H 0.735 -6.160 -0.690
H 0.697 -4.956 1.215
H 2.281 -4.282 0.759
H -0.359 -3.053 0.317
H 0.917 -2.441 1.181
H 2.256 -2.677 -0.963
H 1.923 -0.684 -0.870
H 1.806 -2.444 -3.048
H -0.856 -1.166 -2.861
C -0.127 1.777 0.794
C 0.933 2.145 1.820
N 2.267 2.246 1.249
C 3.319 2.326 2.257
C 3.342 3.550 3.175
C 2.405 3.160 0.121
C 2.021 4.626 0.335
H 0.139 0.853 0.278
H -1.087 1.621 1.291
H -0.273 2.562 0.051
H 0.945 1.358 2.580
H 0.628 3.067 2.332
H 4.290 2.238 1.761
H 3.242 1.433 2.887
H 3.709 4.436 2.660
H 4.022 3.366 4.009
H 2.361 3.772 3.597
H 1.803 2.770 -0.706
H 3.433 3.112 -0.247
H 1.084 4.736 0.883
H 1.887 5.114 -0.633
H 2.796 5.177 0.863
C -6.498 3.569 -1.616
C -5.728 2.273 -1.408
N -4.336 2.480 -1.041
C -3.539 1.267 -1.111
C -3.883 0.121 -0.155
C -4.105 3.315 0.128
C -4.734 2.883 1.455
H -6.007 4.204 -2.355
H -7.502 3.346 -1.977
H -6.605 4.135 -0.689
H -5.754 1.722 -2.353
H -6.262 1.656 -0.672
H -2.484 1.531 -0.982
H -3.609 0.884 -2.136
H -3.552 0.330 0.862
H -3.364 -0.786 -0.476
H -4.949 -0.102 -0.137
H -4.459 4.323 -0.104
H -3.026 3.435 0.268
H -5.770 2.559 1.339
H -4.736 3.726 2.151
H -4.173 2.080 1.931
```

Summary:
Charge   +1
E_tot   -43936.21917 eV
Orbital gap   0.242 Eh
Largest force on an atom   2.29 eV Å⁻¹
Molecular weight   412.66 g/mol
LUMO energy   -3.26 eV
Spin multiplicity   1


# C4H10N2O

A single C4H10N2O molecule (ωB97M-V/def2-TZVPD, the OMol25 dataset).

Structure (XYZ):
```
17
Properties=species:S:1:pos:R:3
C 2.424 -0.477 0.743
C 1.341 -0.963 0.150
C -0.057 -0.411 0.243
C -0.173 0.920 0.979
N -0.559 -0.393 -1.182
N -2.056 -0.004 -1.153
O -0.164 0.769 -1.850
H 2.405 0.413 1.360
H 3.386 -0.957 0.618
H 1.421 -1.846 -0.475
H -0.669 -1.176 0.741
H 0.208 0.823 1.996
H -1.209 1.257 1.058
H 0.388 1.685 0.446
H -1.608 0.938 -1.630
H -2.557 -0.609 -1.798
H -2.522 0.031 -0.244
```

Summary:
E_tot   -9333.05948 eV
Orbital gap   0.310 Eh
Largest force on an atom   0.55 eV Å⁻¹
Molecular weight   102.14 g/mol
LUMO energy   0.59 eV
Spin multiplicity   1